{
  "formula": "C47H74ClN13O3P",
  "method": "the ωB97M-V functional and the def2-TZVPD basis",
  "charge": 1,
  "total_energy_ha": -3574.15368,
  "elements": ["C", "C", "N", "C", "C", "C", "C", "C", "C", "O", "N", "C", "C", "C", "Cl", "C", "N", "P", "N", "O", "N", "C", "O", "C", "C", "H", "H", "H", "H", "H", "H", "H", "H", "H", "H", "H", "H", "H", "H", "H", "H", "H", "H", "H", "H", "H", "H", "H", "H", "H", "H", "H", "H", "H", "H", "H", "H", "H", "H", "N", "C", "C", "C", "C", "H", "H", "H", "H", "H", "N", "C", "C", "C", "C", "H", "H", "H", "H", "H", "N", "C", "C", "C", "C", "H", "H", "H", "H", "H", "N", "C", "C", "C", "C", "H", "H", "H", "H", "H", "N", "C", "C", "C", "C", "H", "H", "H", "H", "H", "N", "C", "C", "C", "C", "H", "H", "H", "H", "H", "N", "C", "C", "C", "C", "H", "H", "H", "H", "H", "N", "C", "C", "C", "C", "H", "H", "H", "H", "H"],
  "xyz": [[-1.09164, 1.15946, 3.20904], [-0.95419, 0.79237, 1.72316], [0.19225, -0.09198, 1.49054], [1.17201, 0.24281, 0.47865], [0.65490, 0.48949, -0.93184], [-0.41762, -0.45457, -1.52528], [-1.84784, 0.11355, -1.47730], [-0.40091, -1.89025, -0.97033], [2.03562, 1.40860, 0.96784], [1.42112, 2.63137, 1.22770], [2.67075, 0.83557, 2.18221], [3.81948, 1.64001, 2.65715], [3.46423, 2.56483, 3.82773], [4.67851, 2.94809, 4.67066], [4.77307, 2.05015, 6.22496], [2.80940, -0.47712, 1.87009], [3.34491, -1.43352, 2.60188], [3.85973, -1.64849, 4.30186], [5.40976, -0.97224, 4.32131], [2.91755, -0.44568, 4.90868], [2.19678, -0.83460, 0.66489], [3.09192, -1.20079, -0.46165], [4.11982, -2.02073, -0.02485], [5.39436, -1.39129, 0.18553], [6.44014, -1.97350, -0.75499], [-0.14279, 0.96361, 3.71875], [-1.32906, 2.21473, 3.35619], [-1.85016, 0.54806, 3.70387], [-1.86681, 0.29220, 1.38055], [-0.84472, 1.69762, 1.12274], [-0.08064, -1.05691, 1.37558], [0.24942, 1.50827, -0.89937], [1.50310, 0.54017, -1.62731], [-0.16253, -0.54695, -2.58680], [-2.32805, 0.00039, -2.45157], [-1.85678, 1.18067, -1.23627], [-2.47085, -0.41136, -0.74694], [-0.90369, -2.54927, -1.68461], [0.60740, -2.27571, -0.81596], [-0.98518, -1.95579, -0.04640], [2.83155, 1.54331, 0.21615], [1.81650, 3.28042, 0.63547], [4.11408, 2.26360, 1.80287], [4.67236, 0.99314, 2.86939], [3.04887, 3.48778, 3.41768], [2.67540, 2.10906, 4.42737], [5.61436, 2.74968, 4.14385], [4.66348, 4.00406, 4.93426], [3.33871, -2.30985, 2.08945], [5.41641, -0.02301, 4.69072], [5.99513, -1.52305, 4.94362], [2.42371, -0.74627, 5.68149], [3.49397, -0.30670, -0.96262], [2.48006, -1.74472, -1.17895], [5.29552, -0.30646, 0.04784], [5.67513, -1.55763, 1.23086], [5.99326, -2.21373, -1.72188], [7.24740, -1.25707, -0.92189], [6.87687, -2.88624, -0.34714], [-4.38270, -2.87760, -4.50727], [-5.41490, -2.41000, -3.74157], [-5.06207, -2.55461, -2.42563], [-3.76419, -3.13259, -2.39792], [-3.37320, -3.32094, -3.69824], [-4.37236, -2.89914, -5.51029], [-6.31121, -2.02018, -4.19310], [-5.66915, -2.28293, -1.57804], [-3.19253, -3.38144, -1.51845], [-2.47146, -3.73545, -4.11650], [3.75312, 5.57823, 0.09568], [5.02497, 5.52138, 0.59294], [4.95096, 5.64486, 1.95642], [3.57645, 5.77787, 2.29281], [2.86202, 5.74099, 1.12387], [3.52662, 5.51087, -0.88226], [5.87180, 5.40406, -0.06157], [5.78912, 5.65379, 2.63367], [3.15794, 5.90246, 3.27853], [1.80071, 5.81796, 0.95349], [2.39594, 5.92379, -3.46921], [2.26665, 4.63130, -3.02890], [2.60822, 3.79731, -4.06003], [2.95776, 4.61670, -5.16574], [2.81506, 5.91970, -4.77094], [2.19877, 6.74981, -2.93410], [1.92710, 4.41006, -2.02971], [2.59568, 2.72007, -4.03293], [3.26908, 4.28623, -6.14200], [2.97278, 6.84014, -5.30599], [-3.78856, 2.63170, -3.92530], [-4.09628, 2.84114, -5.24170], [-3.11285, 3.62432, -5.78368], [-2.17346, 3.89975, -4.75293], [-2.61919, 3.27353, -3.61973], [-4.34059, 2.09490, -3.28216], [-4.98502, 2.41978, -5.67894], [-3.07042, 3.96437, -6.80466], [-1.27464, 4.48847, -4.83906], [-2.21027, 3.23241, -2.62473], [0.73767, -2.65151, -4.63842], [0.53403, -2.35464, -5.95820], [1.60079, -1.61596, -6.39412], [2.48637, -1.46022, -5.29366], [1.92560, -2.11127, -4.22721], [0.11296, -3.18300, -4.06067], [-0.34649, -2.69406, -6.47595], [1.73414, -1.23150, -7.39099], [3.42631, -0.93355, -5.28979], [2.27203, -2.23951, -3.21672], [-4.23514, -0.80947, 6.97721], [-3.31012, -1.50299, 6.24891], [-2.09265, -0.90595, 6.44797], [-2.29415, 0.18993, 7.33077], [-3.62818, 0.22142, 7.63812], [-5.21384, -1.02589, 7.02209], [-3.59406, -2.35860, 5.66030], [-1.15969, -1.22246, 6.01018], [-1.54833, 0.87360, 7.70041], [-4.19118, 0.88486, 8.27149], [-0.69961, -4.00023, 2.17050], [-0.74326, -5.11089, 1.36959], [-1.91012, -5.77280, 1.64051], [-2.59691, -5.03317, 2.64232], [-1.82579, -3.94499, 2.94922], [0.04416, -3.32775, 2.18827], [0.05244, -5.33331, 0.67906], [-2.23776, -6.68674, 1.17447], [-3.54831, -5.27594, 3.08486], [-1.98056, -3.13924, 3.64719], [-9.16260, -4.63053, -1.96074], [-7.91307, -4.44054, -1.43739], [-8.05325, -4.22808, -0.09137], [-9.44248, -4.28953, 0.20650], [-10.09982, -4.53968, -0.96793], [-9.36254, -4.80834, -2.92713], [-7.03566, -4.47692, -2.05954], [-7.24906, -4.05198, 0.60405], [-9.90481, -4.16766, 1.17163], [-11.14831, -4.66152, -1.17852]],
  "forces_ev_per_angstrom": [[0.18, -0.11, 0.07], [-0.16, 0.07, 0.10], [-0.11, -0.11, 0.04], [-0.06, -0.08, 0.38], [0.14, 0.03, -0.19], [0.05, -0.25, -0.14], [-0.08, 0.04, -0.06], [-0.28, 0.11, -0.29], [0.07, 0.38, -0.13], [0.07, -0.42, -0.06], [0.72, -0.39, -1.06], [-0.17, 0.20, 0.38], [-0.10, 0.07, -0.08], [-0.02, 0.11, -0.11], [0.08, -0.07, -0.11], [-0.44, 0.17, 0.29], [0.45, 0.30, 0.03], [-0.23, 0.10, 0.08], [-0.46, 0.08, 0.41], [0.36, -0.33, -0.27], [-0.26, 0.01, 0.24], [0.05, 0.02, -0.16], [-0.10, -0.04, 0.03], [0.24, -0.01, 0.06], [0.00, 0.02, 0.00], [-0.06, 0.08, -0.09], [-0.13, -0.10, -0.04], [0.03, 0.13, 0.00], [0.07, 0.14, -0.01], [0.02, -0.12, 0.05], [-0.05, 0.12, -0.07], [0.03, -0.10, -0.09], [-0.03, 0.03, 0.12], [0.08, 0.12, 0.11], [-0.04, -0.05, 0.10], [-0.01, -0.11, -0.01], [0.06, 0.11, -0.04], [0.03, 0.03, 0.08], [-0.09, -0.07, 0.11], [0.19, -0.15, -0.09], [-0.08, 0.14, 0.06], [-0.03, 0.21, 0.24], [0.13, -0.08, 0.12], [-0.15, -0.13, 0.14], [-0.04, -0.14, -0.03], [0.21, -0.02, 0.07], [-0.06, 0.06, 0.05], [-0.02, -0.11, 0.04], [0.03, -0.01, 0.04], [0.07, 0.14, -0.14], [0.07, -0.07, -0.22], [-0.02, 0.06, -0.03], [-0.02, -0.07, 0.09], [0.03, 0.02, 0.05], [-0.05, -0.08, -0.07], [-0.01, 0.05, -0.09], [0.02, 0.09, 0.06], [-0.03, -0.06, 0.07], [-0.09, 0.03, -0.05], [0.00, 0.01, 0.01], [0.01, 0.01, -0.01], [0.04, 0.07, 0.00], [0.04, 0.02, 0.04], [0.01, 0.05, 0.01], [0.00, 0.00, -0.01], [0.00, 0.00, 0.01], [-0.01, -0.01, 0.00], [-0.01, -0.06, -0.01], [-0.02, -0.05, 0.00], [0.06, -0.08, -0.09], [0.01, -0.05, 0.02], [-0.02, -0.09, 0.00], [0.00, 0.04, 0.02], [-0.05, -0.13, 0.03], [0.00, 0.04, -0.02], [0.00, 0.03, 0.00], [0.00, 0.02, -0.01], [0.00, 0.06, -0.02], [0.00, 0.08, -0.05], [0.05, -0.01, 0.01], [0.00, 0.02, 0.10], [0.03, -0.02, 0.02], [-0.02, 0.00, -0.01], [0.01, 0.00, 0.01], [-0.07, 0.01, -0.03], [-0.11, 0.01, -0.03], [-0.01, 0.00, -0.01], [0.00, 0.00, 0.00], [0.00, 0.00, 0.00], [0.01, -0.01, -0.01], [0.00, -0.01, 0.01], [0.01, 0.00, -0.01], [0.03, 0.00, -0.01], [-0.01, -0.03, 0.03], [-0.01, 0.00, 0.00], [0.00, 0.01, 0.00], [0.00, 0.00, 0.00], [0.00, -0.01, 0.01], [0.01, 0.02, 0.00], [0.00, 0.03, -0.01], [-0.01, 0.00, 0.02], [-0.01, 0.01, 0.00], [-0.02, 0.03, 0.01], [-0.03, 0.04, 0.06], [0.00, -0.02, 0.00], [0.00, 0.01, -0.01], [0.00, 0.00, 0.00], [0.01, -0.02, -0.01], [0.03, -0.06, -0.02], [0.00, 0.01, -0.02], [0.00, 0.02, 0.00], [0.03, -0.02, -0.05], [0.00, 0.01, -0.02], [0.00, -0.01, 0.00], [0.00, -0.01, 0.01], [0.00, -0.01, 0.01], [0.00, -0.01, 0.00], [0.00, 0.00, 0.00], [0.01, 0.00, 0.00], [0.04, 0.10, -0.01], [-0.02, 0.03, -0.01], [-0.01, 0.00, -0.02], [-0.01, 0.01, -0.01], [0.00, 0.01, -0.02], [0.05, -0.03, 0.03], [0.01, -0.02, 0.01], [0.00, 0.00, 0.00], [0.00, -0.01, 0.00], [0.01, 0.00, 0.02], [-0.01, 0.02, 0.03], [-0.03, -0.05, -0.01], [0.01, 0.03, 0.00], [0.00, 0.00, 0.00], [0.00, 0.00, -0.01], [0.00, -0.02, 0.00], [0.00, 0.00, 0.00], [0.00, -0.01, 0.00], [0.00, 0.00, 0.00], [0.00, 0.00, 0.00]]
}